No. 1
A structure of composition C18H4B4BaBr2O32 at a distorted geometry. Source: OMol25; level of theory: ωB97M-V with the def2-TZVPD basis set.

The spin multiplicity is 1. As for the molecular weight: 1072.6 g/mol. The value obtained for the frontier orbital gap is 6.430 eV. As for the charge: -2.

Element x y z (Å)
Ba  16.704  -4.092  9.822
O  19.893  -2.109  5.379
C  19.848  -1.881  6.568
O  20.505  -1.000  7.286
B  20.060  -1.048  8.689
O  19.102  -2.175  8.803
C  18.856  -2.656  7.534
O  17.957  -3.505  7.323
O  19.569  0.270  9.119
C  20.077  0.695  10.200
O  19.868  1.827  10.754
C  21.183  -0.377  10.621
O  21.277  -1.244  9.596
O  21.974  -0.265  11.570
O  14.931  -1.354  17.562
C  14.481  -1.912  16.588
O  14.897  -3.039  16.168
B  14.323  -3.305  14.803
O  13.376  -2.240  14.515
C  13.461  -1.335  15.569
O  12.905  -0.254  15.695
O  15.319  -3.475  13.729
C  15.070  -4.626  13.046
O  15.648  -5.098  12.056
C  13.948  -5.305  13.781
O  13.693  -4.604  14.820
O  13.476  -6.418  13.540
O  17.784  -3.650  17.827
C  18.174  -4.126  16.730
O  18.390  -3.496  15.521
B  18.851  -4.421  14.491
O  18.598  -5.755  15.143
C  18.263  -5.627  16.387
O  18.033  -6.564  17.103
O  20.280  -4.202  14.257
C  20.522  -3.669  13.063
O  21.460  -2.904  12.678
C  19.258  -3.812  12.309
O  18.357  -4.342  13.098
O  19.130  -3.612  11.125
O  15.743  -1.401  10.498
C  16.264  -0.891  11.471
O  16.823  -1.432  12.508
B  17.412  -0.419  13.449
O  16.737  0.826  12.946
C  16.253  0.673  11.723
O  15.863  1.522  10.914
O  18.893  -0.297  13.345
C  19.442  -0.246  14.524
O  20.683  -0.092  14.715
C  18.288  -0.489  15.566
O  17.136  -0.606  14.865
O  18.302  -0.443  16.782
Br  16.641  -6.896  8.876
C  16.922  -8.706  8.024
C  16.426  -8.672  6.563
Br  16.837  -10.241  5.435
H  16.447  -9.536  8.546
H  17.986  -8.915  8.138
H  16.854  -7.756  6.156
H  15.351  -8.493  6.598

No. 2
A structure of composition C18H50AsN3O4RuS3Si4. Source: OMol25; level of theory: ωB97M-V with the def2-TZVPD basis set.

As for the relative energy (zero: lowest compared OMol25 entry of this formula, charge and spin): 0.0 kcal/mol. The spin multiplicity is 2. As for the molecular weight: 757.2 g/mol. The value obtained for the frontier orbital gap (alpha / beta) is 7.746 / 7.174 eV. As for the charge: +1.

Element x y z (Å)
Ru  0.059  -1.049  0.272
N  0.339  -3.294  0.557
N  -0.760  -3.892  -0.075
C  -1.566  -3.125  -0.938
O  -2.393  -3.691  -1.623
O  -1.418  -1.837  -0.870
H  1.228  -3.542  0.130
H  0.375  -3.506  1.547
H  -0.771  -4.891  -0.212
C  3.603  -2.739  -1.918
As  1.964  -1.961  -2.583
C  2.425  -0.961  -4.156
C  0.790  -3.394  -3.128
O  1.310  -0.956  -1.444
H  4.066  -3.353  -2.688
H  3.405  -3.346  -1.035
H  4.272  -1.925  -1.642
H  3.037  -1.582  -4.808
H  2.982  -0.078  -3.853
H  1.512  -0.663  -4.667
H  1.062  -3.708  -4.135
H  -0.239  -3.033  -3.127
H  0.879  -4.245  -2.454
C  -1.439  4.414  1.274
Si  -1.462  2.565  1.663
C  -0.732  2.396  3.407
C  -3.267  1.986  1.719
Si  -0.111  1.358  0.116
Si  1.878  2.649  -0.138
C  2.570  3.232  1.540
C  3.227  1.654  -1.028
C  1.634  4.242  -1.126
Si  -1.473  1.426  -1.824
C  -3.215  0.741  -1.563
C  -1.708  3.249  -2.300
C  -0.725  0.555  -3.330
H  -1.918  4.971  2.080
H  -1.969  4.649  0.346
H  -0.416  4.791  1.180
H  -1.294  2.974  4.141
H  0.298  2.750  3.428
H  -0.748  1.359  3.739
H  -3.649  2.042  2.740
H  -3.383  0.957  1.377
H  -3.898  2.624  1.096
H  2.285  2.615  2.387
H  2.226  4.247  1.746
H  3.661  3.263  1.499
H  3.221  0.611  -0.709
H  4.214  2.085  -0.849
H  3.041  1.676  -2.102
H  0.960  4.950  -0.642
H  1.283  4.073  -2.144
H  2.618  4.717  -1.199
H  -3.781  1.312  -0.824
H  -3.205  -0.312  -1.278
H  -3.744  0.813  -2.516
H  -2.325  3.786  -1.573
H  -2.221  3.305  -3.263
H  -0.765  3.782  -2.401
H  -0.471  -0.480  -3.085
H  0.171  1.077  -3.673
H  -1.451  0.548  -4.144
C  4.261  -0.504  2.313
S  2.525  -0.064  2.157
C  2.011  -0.446  3.838
O  1.965  -1.174  1.283
H  4.341  -1.550  2.600
H  4.716  0.139  3.064
H  4.735  -0.329  1.350
H  2.338  0.368  4.482
H  2.437  -1.397  4.155
H  0.925  -0.502  3.840
S  -1.260  -1.038  2.266
C  -2.499  -2.176  2.138
N  -3.378  -2.242  1.149
C  -4.250  -3.409  1.143
C  -4.351  -3.853  2.599
S  -2.775  -3.362  3.368
H  -3.127  -1.778  0.277
H  -3.816  -4.171  0.489
H  -5.228  -3.130  0.757
H  -4.490  -4.926  2.696
H  -5.156  -3.337  3.120

Question: charge of number 2 (C18H50AsN3O4RuS3Si4)?
Answer: +1